ORCA calculation (the ωB97M-V functional and the def2-TZVPD basis) on C43H63AsGeN6O4STi as an isolated structure.

Each line ends with the Löwdin charge.
Positions of all 120 atoms, in Å:
1 Ti 0.73544 -0.18093 -1.19087  1.123
2 C -0.05493 6.19136 -3.94433  -0.032
3 C -0.20426 4.86284 -3.25888  -0.238
4 C -0.68007 4.80619 -1.93771  0.044
5 C -0.84166 3.61672 -1.25739  -0.112
6 C -1.49900 3.44799 0.13079  -0.446
7 N -1.78302 4.33625 1.23417  -0.061
8 C -2.62965 3.71458 2.32070  -0.140
9 C -2.19868 2.57617 3.40807  -0.119
10 C -3.09414 1.25790 3.36758  -0.124
11 N -2.62106 -0.08885 3.89392  0.080
12 C -2.36857 -1.36946 3.50792  -0.016
13 C -2.03899 -2.32887 2.44140  -0.075
14 C -2.13781 -3.66075 2.98449  -0.016
15 C -1.75556 -4.82713 2.38329  -0.262
16 C -1.91373 -6.16221 3.06014  -0.040
17 C -1.14046 -4.76653 1.11616  0.032
18 C -0.99784 -3.57331 0.45632  -0.130
19 C -0.33726 -3.56837 -0.86496  -0.073
20 N -0.10286 -2.59423 -1.66759  0.012
21 C 0.61465 -2.90078 -2.90419  -0.229
22 C -0.10961 -2.48190 -4.18141  -0.149
23 C -0.73472 -1.08509 -4.18343  -0.181
24 N -0.05766 -0.01122 -3.44529  0.012
25 C -0.12059 1.15833 -3.98257  -0.076
26 C -0.06395 2.44600 -3.28526  -0.119
27 C 0.05135 3.68022 -3.93260  0.034
28 C -0.42678 2.40850 -1.93395  -0.299
29 O -0.36607 1.19361 -1.37927  -0.341
30 C -1.51596 -2.32858 1.00644  -0.268
31 O -1.44126 -1.40068 0.17428  -0.066
32 H -0.99600 6.74094 -3.91138  0.092
33 H 0.23673 6.06708 -4.98482  0.083
34 H 0.70182 6.80207 -3.45021  0.092
35 H -0.93694 5.72953 -1.43077  0.137
36 H -2.46590 2.98977 -0.05084  0.082
37 H -0.98058 4.83738 1.59502  0.117
38 H -3.52476 3.34710 1.80814  0.106
39 H -2.94897 4.57149 2.91063  0.113
40 H -2.34491 3.03446 4.38708  0.099
41 H -1.14715 2.32723 3.34174  0.056
42 H -3.45393 1.15934 2.36548  0.032
43 H -3.96536 1.46316 3.99266  0.134
44 H -2.63012 -0.04188 4.90449  0.146
45 H -2.40452 -1.93838 4.43410  0.122
46 H -2.56601 -3.76422 3.97642  0.119
47 H -2.50230 -6.08554 3.97181  0.082
48 H -0.93519 -6.57303 3.31686  0.088
49 H -2.39889 -6.87748 2.39565  0.088
50 H -0.77282 -5.68335 0.66482  0.135
51 H -0.01323 -4.57410 -1.16605  0.132
52 H 0.86200 -3.96727 -2.98090  0.123
53 H 1.55395 -2.35061 -2.87274  0.082
54 H -0.91746 -3.18203 -4.40043  0.121
55 H 0.61898 -2.56791 -4.98995  0.117
56 H -1.71813 -1.16741 -3.71634  0.105
57 H -0.90231 -0.77930 -5.22096  0.126
58 H -0.43457 1.23845 -5.02725  0.150
59 H 0.35583 3.70741 -4.97277  0.133
60 C -3.45931 0.24120 -1.91149  -0.033
61 C -3.17589 1.33207 -0.87507  -0.185
62 N -2.78051 0.81381 0.45698  -0.042
63 C -3.79301 -0.17850 0.87444  -0.205
64 C -5.19173 0.43482 0.97680  -0.036
65 C -1.53543 0.88074 0.97565  -0.484
66 S -0.46656 2.20186 0.90282  1.231
67 N -0.94914 0.17369 1.94734  0.066
68 C 0.30416 -0.17576 1.93971  -0.456
69 O 1.00969 -0.36465 0.88566  -0.168
70 C 0.97974 -0.30240 3.27027  -0.146
71 C 0.86993 -1.39809 4.11848  -0.039
72 C 1.49002 -1.37833 5.36113  -0.056
73 C 2.23536 -0.27801 5.75649  -0.061
74 C 2.37036 0.80643 4.90091  -0.054
75 C 1.74554 0.79566 3.66355  -0.043
76 H -3.47976 0.72310 -2.88988  0.098
77 H -4.42376 -0.24322 -1.77203  0.081
78 H -2.67083 -0.51046 -1.89416  0.063
79 H -4.06690 1.94925 -0.74755  0.136
80 H -2.40042 1.94013 -1.29658  0.069
81 H -3.52385 -0.60078 1.82067  0.071
82 H -3.80932 -0.99696 0.15953  0.122
83 H -5.18708 1.44265 1.39395  0.080
84 H -5.79907 -0.19204 1.62870  0.098
85 H -5.68926 0.48170 0.00957  0.080
86 H 0.30918 -2.27287 3.81777  0.102
87 H 1.39020 -2.23157 6.01935  0.114
88 H 2.71888 -0.26969 6.72388  0.115
89 H 2.96353 1.66224 5.19469  0.115
90 H 1.84129 1.64803 2.99919  0.117
91 C 4.99821 -0.21275 -2.38915  -0.213
92 Ge 3.56305 1.10279 -2.73444  0.802
93 C 2.87241 0.55203 -4.50061  -0.197
94 C 4.41613 2.86541 -2.99259  -0.203
95 C 2.27062 1.27608 -1.23424  -0.286
96 H 5.41921 -0.13994 -1.38639  0.003
97 H 5.80756 -0.03715 -3.09753  0.036
98 H 4.61847 -1.22058 -2.55085  0.004
99 H 3.73539 0.42660 -5.15548  0.036
100 H 2.22878 1.31136 -4.94184  0.010
101 H 2.33212 -0.39235 -4.46035  0.003
102 H 5.13018 2.80544 -3.81396  0.027
103 H 4.95105 3.18854 -2.09972  0.023
104 H 3.67468 3.62589 -3.24123  0.014
105 H 1.89151 2.29921 -1.22877  0.016
106 H 2.85392 1.14657 -0.31925  0.002
107 C 4.52571 -3.12025 -0.47165  -0.176
108 As 3.16222 -1.90840 0.19085  1.125
109 C 2.25003 -3.13759 1.37915  -0.155
110 C 4.12026 -0.61504 1.26772  -0.147
111 O 2.25652 -1.37058 -1.11625  -0.593
112 H 4.86620 -3.71920 0.37271  0.052
113 H 5.37370 -2.59480 -0.90107  0.033
114 H 4.08974 -3.77550 -1.22496  0.054
115 H 2.88607 -3.26755 2.25505  0.062
116 H 2.14291 -4.09181 0.86547  0.053
117 H 1.27655 -2.77413 1.68278  0.011
118 H 4.75974 -1.19074 1.93692  0.064
119 H 3.43130 -0.00840 1.84586  0.019
120 H 4.73519 0.01218 0.62762  0.034

Its net charge is +2. For the lowest unoccupied orbital energy, the calculation gives -5.404 eV.

***

ORCA calculation (the ωB97M-V functional and the def2-TZVPD basis) on a 6-piece molecular cluster, C42H50BBrClO26P2 overall.

Each line ends with the Löwdin charge.
Positions of all 123 atoms, in Å:
1 C -7.08801 -3.12707 -4.06859  -0.067
2 C -6.09637 -2.06642 -4.58359  -0.276
3 O -4.73807 -2.30651 -4.21249  -0.150
4 C -4.22012 -1.12433 -3.59737  -0.198
5 C -2.73419 -1.27697 -3.33334  -0.256
6 O -2.51310 -2.30921 -2.42232  -0.322
7 C -1.16799 -2.33343 -1.94317  -0.362
8 P -1.14851 -2.67568 -0.03116  0.198
9 Cl -3.13785 -3.68913 -0.10777  0.161
10 Br -2.40592 -0.58543 0.17907  0.298
11 C 0.51174 -1.67154 0.22611  -0.366
12 O 0.31845 -0.40333 0.85104  -0.300
13 C 1.31047 -0.08455 1.78995  -0.204
14 C 0.61120 0.63004 2.97601  -0.211
15 O -0.34530 1.53459 2.46790  -0.168
16 C -1.52393 1.53513 3.26245  -0.290
17 C -2.28130 2.82686 2.98088  -0.074
18 P -1.21500 -2.87905 2.19931  0.551
19 O 0.08114 -3.33098 2.81306  -0.504
20 B -0.16513 -4.35392 -0.31482  -0.580
21 O 1.11364 -4.22151 -0.88662  0.052
22 C -0.64559 -5.83997 -0.03171  -0.215
23 C -0.65258 -6.24727 1.45787  -0.133
24 H -7.29709 -2.94230 -3.00886  0.076
25 H -8.04109 -2.99377 -4.59626  0.068
26 H -6.73760 -4.15001 -4.20695  0.048
27 H -6.39385 -1.07928 -4.20875  0.104
28 H -6.19726 -2.02617 -5.68095  0.111
29 H -4.77015 -0.96779 -2.65792  0.135
30 H -4.36240 -0.26576 -4.27409  0.124
31 H -2.39419 -0.28984 -2.97536  0.111
32 H -2.26679 -1.46726 -4.31969  0.130
33 H -0.61568 -3.09152 -2.51996  0.094
34 H -0.77782 -1.32253 -2.09715  0.071
35 H 0.95989 -1.45886 -0.75932  0.093
36 H 1.24692 -2.27663 0.76678  0.072
37 H 2.09633 0.58997 1.40656  0.109
38 H 1.81502 -0.95713 2.22842  0.121
39 H 0.14434 -0.18393 3.54966  0.110
40 H 1.36947 1.11028 3.61942  0.116
41 H -1.28201 1.45968 4.33294  0.118
42 H -2.17179 0.69899 2.96412  0.079
43 H -3.23290 2.82238 3.52697  0.072
44 H -1.70821 3.72891 3.21254  0.057
45 H -2.53062 2.85388 1.91381  0.076
46 H -1.60478 -1.62280 2.73303  -0.050
47 H -2.27635 -3.75399 2.53738  -0.039
48 H 1.09037 -4.64510 -1.75542  0.099
49 H -1.61565 -6.08778 -0.47926  0.069
50 H 0.06855 -6.52083 -0.53174  0.088
51 H -1.55612 -5.86888 1.95018  0.049
52 H -0.66967 -7.33650 1.59130  0.063
53 H 0.20690 -5.86592 2.01629  0.064
54 C -5.45184 -6.82953 -5.89294  0.069
55 C -4.40837 -6.35253 -5.19194  -0.228
56 C -3.00836 -6.84625 -5.43667  -0.310
57 O -2.09853 -6.36878 -4.78875  0.121
58 C -2.81260 -7.88279 -6.44237  0.071
59 C -3.85448 -8.35816 -7.13640  -0.234
60 C -5.25113 -7.84390 -6.90931  -0.321
61 O -6.15902 -8.30189 -7.58376  0.087
62 O -3.70710 -9.30951 -8.06218  0.097
63 O -4.55016 -5.42979 -4.25694  0.126
64 H -6.46219 -6.48231 -5.72897  0.130
65 H -1.80484 -8.24186 -6.59730  0.133
66 H -4.59234 -9.49673 -8.43548  0.079
67 H -3.65111 -5.26020 -3.90650  0.133
68 C 2.33843 3.71254 2.55878  0.093
69 C 3.65349 3.53144 2.38090  -0.226
70 C 4.64391 4.61989 2.66953  -0.304
71 O 5.83370 4.39230 2.50575  0.093
72 C 4.14424 5.90357 3.12701  0.072
73 C 2.83024 6.09016 3.30172  -0.228
74 C 1.83656 4.99354 3.03943  -0.297
75 O 0.65865 5.22492 3.23677  0.116
76 O 2.32024 7.24878 3.71666  0.111
77 O 4.16285 2.37972 1.94001  0.109
78 H 1.61250 2.93514 2.35435  0.114
79 H 4.87181 6.67882 3.31353  0.097
80 H 1.35377 7.10934 3.75863  0.118
81 H 5.12846 2.51102 1.90246  0.117
82 C 7.86056 9.02000 4.95573  0.083
83 C 9.07566 9.17183 5.49857  -0.213
84 C 10.25553 8.36738 5.02915  -0.315
85 O 11.33712 8.56852 5.55257  0.105
86 C 10.04507 7.38677 3.97851  0.073
87 C 8.82819 7.22931 3.43597  -0.228
88 C 7.65473 8.05529 3.88603  -0.295
89 O 6.58058 7.88376 3.34149  0.096
90 O 8.59071 6.34081 2.47865  0.123
91 O 9.31241 10.04264 6.48222  0.074
92 H 7.00367 9.59437 5.28097  0.136
93 H 10.89730 6.80174 3.66317  0.136
94 H 7.63976 6.41155 2.26012  0.112
95 H 10.26511 9.94934 6.68290  0.131
96 C 5.69194 13.91095 8.67883  0.074
97 C 6.39652 15.03774 8.51563  -0.237
98 C 7.83577 15.01539 8.08517  -0.319
99 O 8.41243 16.07845 7.93774  0.102
100 C 8.46862 13.72557 7.87104  0.076
101 C 7.76617 12.59456 8.03727  -0.217
102 C 6.31858 12.61900 8.44172  -0.310
103 O 5.73106 11.55979 8.55772  0.113
104 O 8.30109 11.39198 7.85391  0.075
105 O 5.87134 16.24420 8.72128  0.111
106 H 4.65552 13.91575 8.98572  0.136
107 H 9.50911 13.72230 7.57829  0.135
108 H 7.58383 10.75455 8.03694  0.126
109 H 6.58754 16.88100 8.53216  0.119
110 C -8.65520 -12.89089 -7.39524  0.075
111 C -7.56054 -12.12058 -7.46420  -0.226
112 C -7.01291 -11.64710 -8.78051  -0.290
113 O -6.02663 -10.93618 -8.77533  0.097
114 C -7.68829 -12.06686 -9.99852  0.081
115 C -8.77975 -12.83865 -9.92788  -0.236
116 C -9.34299 -13.29159 -8.61127  -0.317
117 O -10.34929 -13.97779 -8.61748  0.104
118 O -9.43325 -13.25220 -11.01219  0.111
119 O -6.89736 -11.72907 -6.38139  0.126
120 H -9.06026 -13.23627 -6.45471  0.136
121 H -7.27511 -11.73331 -10.93992  0.137
122 H -10.17951 -13.78968 -10.68290  0.119
123 H -6.15504 -11.18114 -6.70238  0.119

Its net charge is -1. For the lowest unoccupied orbital energy, the calculation gives -0.721 eV.

***

The evaluated strongest force on any atom for the records listed, in turn: 1.84, 2.41 eV/A.
The evaluated orbital gap for the records listed, in turn: 7.0, 4.0 eV.